# 1
A molecular structure, C14H13F6InN6O2S2Sb. Source: the Open Molecules 2025 dataset; level of theory: ωB97M-V/def2-TZVPD.

Geometry (Å):
In  -0.617  0.414  -0.632
N  -3.314  3.862  -1.256
C  -2.417  2.932  -0.936
S  -2.114  1.695  -2.098
N  -1.875  3.118  0.292
N  -0.956  2.248  0.648
C  -0.539  2.380  1.903
C  0.392  1.565  2.561
C  0.629  1.864  3.935
C  1.495  1.138  4.682
C  2.197  0.034  4.098
C  2.017  -0.301  2.803
C  1.122  0.441  1.962
O  1.019  0.096  0.754
H  -3.842  3.777  -2.107
H  -3.561  4.562  -0.576
H  -0.993  3.183  2.474
H  0.081  2.685  4.381
H  1.646  1.383  5.724
H  2.872  -0.549  4.711
H  2.517  -1.149  2.355
F  -0.245  -1.685  -1.171
Sb  -1.370  -2.356  -2.619
F  0.138  -3.097  -3.445
F  -2.699  -1.379  -1.703
F  -2.526  -2.723  -4.036
F  -0.898  -0.686  -3.435
F  -1.763  -3.892  -1.655
C  1.973  0.211  -4.339
S  1.871  -0.403  -2.671
C  3.552  -0.154  -2.138
O  1.112  0.706  -1.917
H  2.666  1.049  -4.393
H  0.957  0.520  -4.583
H  2.274  -0.607  -4.994
H  3.905  0.825  -2.456
H  4.167  -0.956  -2.548
H  3.527  -0.222  -1.051
N  -1.725  -0.598  0.933
C  -1.762  -1.700  1.330
C  -1.794  -2.945  1.890
C  -0.695  -3.287  2.738
N  0.186  -3.554  3.435
C  -2.870  -3.853  1.658
N  -3.738  -4.592  1.493

ΔE to the lowest compared entry with this formula, charge and spin   3.9 kcal/mol
2S+1   2
E_LUMO (alpha / beta)   -1.04 / -3.31 eV
Charge   0
Frontier orbital gap (alpha / beta)   7.0 / 4.7 eV

# 2
3 unconnected molecules or ions with the total composition C14H13N3O3S in a non-equilibrium geometry. Source: the Open Molecules 2025 dataset; level of theory: ωB97M-V/def2-TZVPD.

Geometry (Å):
C  -1.108  -1.039  -0.352
C  -2.175  -0.446  -0.251
C  -3.529  0.157  0.292
N  -3.375  1.024  1.503
C  -2.535  1.911  1.172
S  -1.409  2.951  0.636
C  -4.655  -0.968  0.270
O  -5.863  -0.261  -0.146
C  -5.494  1.118  -0.142
O  -6.148  2.058  0.186
O  -4.159  1.070  -0.671
H  -0.231  -1.743  -0.357
H  -4.247  -1.699  -0.506
H  -4.919  -1.515  1.220
C  1.607  -2.003  2.682
C  2.090  -0.670  2.654
C  3.098  -0.621  1.726
N  3.247  -1.875  1.195
C  2.337  -2.723  1.770
H  0.812  -2.392  3.301
H  1.737  0.160  3.246
H  3.723  0.196  1.398
H  3.919  -2.134  0.492
H  2.290  -3.761  1.481
C  1.314  1.467  -2.469
C  2.361  2.039  -3.236
C  3.546  1.629  -2.680
N  3.254  0.834  -1.603
C  1.895  0.727  -1.471
H  0.253  1.585  -2.630
H  2.258  2.679  -4.099
H  4.569  1.833  -2.956
H  3.932  0.397  -1.002
H  1.462  0.137  -0.679

SMILES   C#C[C@]1(N=C=S)COC(=O)O1.c1cc[nH]c1.c1cc[nH]c1
ΔE to the lowest compared entry with this formula, charge and spin   127.0 kcal/mol
E_LUMO   -0.33 eV
Charge   0
Frontier orbital gap   8.1 eV

# 3
A gas-phase ion, C14H13N3OS (charge +2) in a non-equilibrium geometry. Source: the Open Molecules 2025 dataset; level of theory: ωB97M-V/def2-TZVPD.

Geometry (Å):
S  -3.602  3.359  -5.618
C  -3.225  1.883  -5.508
N  -3.087  0.691  -5.164
N  -2.426  0.477  -3.945
C  -2.659  1.213  -2.850
C  -1.984  0.934  -1.683
C  -1.080  -0.129  -1.625
C  -0.373  -0.373  -0.338
C  0.938  0.058  -0.161
C  1.568  -0.136  1.051
N  0.972  -0.729  2.084
C  1.572  -0.930  3.420
C  3.027  -0.482  3.432
C  3.399  0.355  4.636
O  3.218  0.861  3.195
C  -0.290  -1.178  1.917
C  -0.979  -1.019  0.743
C  -0.894  -0.894  -2.770
C  -1.575  -0.554  -3.919
H  -3.371  2.026  -2.852
H  -2.165  1.550  -0.812
H  1.441  0.547  -0.985
H  2.577  0.242  1.164
H  1.574  -1.981  3.709
H  1.054  -0.333  4.166
H  3.779  -1.180  3.074
H  4.422  0.666  4.801
H  2.612  0.994  5.019
H  -0.778  -1.683  2.740
H  -1.998  -1.374  0.666
H  -0.226  -1.745  -2.767
H  -1.441  -1.136  -4.821

E_LUMO   -7.48 eV
Charge   +2
Frontier orbital gap   8.6 eV

Computed values of total energy (unit: eV) for the preceding records, in sequence: -77453.722; -36171.855; -32062.603.